Below is a molecular structure, C17H29N2OsS2 in a non-equilibrium geometry, with properties calculated with ωB97M-V/def2-TZVPD.

Properties
* net charge: +1
* multiplicity: 1
* E_tot: -1661.48289 hartree
* energy relative to the best compared isomer or geometry (same formula, charge and spin): 18.6 kcal/mol
* frontier orbital gap (alpha / beta): 6.5 / 6.5 eV
* E_LUMO (alpha / beta): -3.804 / -3.771 eV

Element x y z (Å)
Os1 0.49 0.30 0.32
C1 -0.17 -1.11 -2.31
C2 1.03 -0.28 -2.74
N1 1.78 0.17 -1.55
C3 2.45 1.47 -1.73
C4 1.44 2.61 -1.86
S1 0.00 2.38 -0.75
C5 -1.31 1.84 -1.92
C6 -1.91 0.51 -1.49
N2 -0.87 -0.50 -1.15
H1 -0.86 -1.25 -3.14
H2 0.16 -2.09 -1.97
H3 1.66 -0.88 -3.40
H4 0.72 0.59 -3.31
H5 2.46 -0.53 -1.28
H6 3.07 1.63 -0.85
H7 3.10 1.47 -2.61
H8 1.91 3.55 -1.59
H9 1.06 2.72 -2.87
H10 -2.09 2.61 -1.94
H11 -0.89 1.79 -2.92
H12 -2.51 0.65 -0.59
H13 -2.55 0.13 -2.28
H14 -1.34 -1.27 -0.67
C7 -0.07 1.42 4.33
C8 -0.14 1.94 2.89
C9 -1.41 2.79 2.71
C10 1.11 2.79 2.61
C11 -0.28 0.76 1.97
H15 0.01 2.26 5.03
H16 0.81 0.78 4.48
H17 -0.96 0.85 4.59
H18 -1.34 3.66 3.37
H19 -2.30 2.23 2.99
H20 -1.52 3.15 1.69
H21 1.16 3.62 3.31
H22 1.11 3.20 1.60
H23 2.01 2.19 2.74
H24 -0.97 0.02 2.41
S2 1.40 -1.70 1.01
C12 0.40 -3.00 0.32
C13 0.97 -3.95 -0.53
C14 0.20 -4.98 -1.06
C15 -1.15 -5.07 -0.75
C16 -1.72 -4.15 0.12
C17 -0.94 -3.14 0.66
H25 2.02 -3.88 -0.77
H26 0.66 -5.71 -1.71
H27 -1.75 -5.87 -1.17
H28 -2.76 -4.24 0.40
H29 -1.37 -2.46 1.39

natural (NBO) atomic charge list, values in e, 8 entries: atom 1 (Os): 0.51, atom 2 (C): -0.26, atom 3 (C): -0.24, atom 4 (N): -0.63, atom 5 (C): -0.24, atom 6 (C): -0.54, atom 7 (S): 0.41, atom 8 (C): -0.54



Below is a single C17H29N3O3 molecule, with properties calculated with ωB97M-V/def2-TZVPD.

Properties
* net charge: 0
* multiplicity: 1
* E_tot: -1055.26792 hartree
* energy relative to the best compared isomer or geometry (same formula, charge and spin): 0.0 kcal/mol
* frontier orbital gap: 9.3 eV
* SMILES: CCCCCCN/C(CC)=C1/C(=O)NC(=O)N(CCCC)C1=O
* E_LUMO: 0.499 eV

Element x y z (Å)
C1 -0.28 -2.20 2.31
C2 -0.97 -1.60 1.09
C3 -2.11 -2.49 0.60
C4 -2.77 -1.96 -0.67
C5 -3.58 -0.67 -0.45
C6 -3.14 0.48 -1.37
N1 -1.76 0.85 -1.15
C7 -1.26 1.70 -0.27
C8 -2.21 2.53 0.54
C9 -2.48 3.86 -0.18
C10 0.14 1.83 -0.16
C11 0.72 2.79 0.76
O1 0.15 3.58 1.48
N2 2.11 2.77 0.81
C12 2.98 2.02 0.07
O2 4.18 2.13 0.17
N3 2.38 1.13 -0.79
C13 3.27 0.29 -1.58
C14 3.88 -0.85 -0.76
C15 2.82 -1.79 -0.19
C16 3.45 -2.97 0.52
C17 1.01 0.99 -0.95
O3 0.61 0.16 -1.77
H1 0.52 -1.55 2.65
H2 -0.99 -2.32 3.13
H3 0.14 -3.17 2.07
H4 -1.35 -0.61 1.35
H5 -0.25 -1.48 0.29
H6 -2.87 -2.59 1.39
H7 -1.72 -3.48 0.40
H8 -1.99 -1.79 -1.42
H9 -3.43 -2.74 -1.07
H10 -4.64 -0.85 -0.63
H11 -3.48 -0.35 0.58
H12 -3.22 0.16 -2.41
H13 -3.80 1.34 -1.23
H14 -1.04 0.31 -1.65
H15 -1.77 2.75 1.51
H16 -3.14 1.99 0.69
H17 -2.84 3.69 -1.19
H18 -1.57 4.45 -0.21
H19 -3.23 4.42 0.37
H20 2.53 3.44 1.44
H21 2.68 -0.11 -2.41
H22 4.07 0.93 -1.96
H23 4.47 -0.42 0.05
H24 4.55 -1.40 -1.41
H25 2.19 -1.24 0.51
H26 2.18 -2.14 -1.00
H27 4.07 -3.55 -0.17
H28 2.69 -3.63 0.93
H29 4.09 -2.63 1.34

natural (NBO) atomic charge list, values in e, 8 entries: atom 1 (C): -0.60, atom 2 (C): -0.40, atom 3 (C): -0.39, atom 4 (C): -0.40, atom 5 (C): -0.41, atom 6 (C): -0.22, atom 7 (N): -0.55, atom 8 (C): 0.45



Below is 2 unconnected molecules or ions with the total composition C17H29NO4Si2 in a non-equilibrium geometry, with properties calculated with ωB97M-V/def2-TZVPD.

Properties
* net charge: 0
* multiplicity: 1
* E_tot: -1600.00846 hartree
* frontier orbital gap: 9.2 eV
* SMILES: O=C1NC(=O)c2c(CCCO)cccc21.C[Si](C)(C)O[Si](C)(C)C
* E_LUMO: -0.472 eV

Element x y z (Å)
O1 -3.58 -2.47 5.83
C1 -2.50 -2.06 5.50
N1 -1.66 -1.26 6.38
C2 -0.74 -0.51 5.55
O2 -0.16 0.50 5.81
C3 -0.66 -1.22 4.17
C4 0.26 -1.07 3.06
C5 1.43 -0.06 3.20
C6 2.74 -0.48 2.43
C7 3.20 -1.96 2.76
O3 4.22 -2.33 1.80
C8 0.03 -1.90 1.86
C9 -1.11 -2.83 1.84
C10 -2.02 -3.01 2.98
C11 -1.78 -2.17 4.14
H1 -1.17 -1.80 7.11
H2 1.70 -0.04 4.29
H3 1.11 0.99 2.96
H4 2.65 -0.41 1.32
H5 3.55 0.22 2.79
H6 2.39 -2.71 2.68
H7 3.65 -2.04 3.80
H8 5.00 -1.78 1.98
H9 0.70 -1.82 0.97
H10 -1.33 -3.46 0.95
H11 -2.86 -3.73 2.99
C12 1.24 1.81 -1.45
Si1 -0.37 0.92 -1.83
C13 0.04 -0.84 -2.34
C14 -1.38 0.85 -0.26
O4 -1.19 1.69 -3.04
Si2 -0.99 2.13 -4.63
C15 -2.50 3.03 -5.28
C16 -0.71 0.61 -5.69
C17 0.49 3.27 -4.81
H12 1.91 1.78 -2.31
H13 1.75 1.35 -0.60
H14 1.04 2.86 -1.21
H15 -0.87 -1.38 -2.64
H16 0.51 -1.39 -1.52
H17 0.73 -0.85 -3.19
H18 -2.31 0.31 -0.42
H19 -1.62 1.85 0.09
H20 -0.82 0.33 0.53
H21 -3.39 2.39 -5.22
H22 -2.35 3.31 -6.32
H23 -2.69 3.94 -4.70
H24 0.23 0.12 -5.43
H25 -0.66 0.89 -6.75
H26 -1.52 -0.10 -5.56
H27 1.41 2.75 -4.55
H28 0.39 4.14 -4.16
H29 0.57 3.62 -5.84

natural (NBO) atomic charge list, values in e, 8 entries: atom 1 (O): -0.50, atom 2 (C): 0.68, atom 3 (N): -0.71, atom 4 (C): 0.68, atom 5 (O): -0.52, atom 6 (C): -0.14, atom 7 (C): 0.04, atom 8 (C): -0.45



Below is a molecular structure, C17H29O6P in a non-equilibrium geometry, with properties calculated with ωB97M-V/def2-TZVPD.

Properties
* net charge: 0
* multiplicity: 1
* E_tot: -1457.19112 hartree
* energy relative to the best compared isomer or geometry (same formula, charge and spin): 533.4 kcal/mol
* frontier orbital gap: 8.6 eV
* E_LUMO: 0.531 eV

Element x y z (Å)
C1 3.55 -0.95 1.12
C2 2.95 -0.19 -0.01
C3 1.67 -0.51 -0.56
C4 1.16 0.22 -1.65
C5 1.15 -1.89 -0.25
C6 1.74 -2.55 0.96
C7 3.06 -2.14 1.60
H1 4.37 -0.88 1.59
H2 3.49 0.50 -0.22
O1 0.97 -0.47 -2.85
H3 1.70 1.09 -1.65
H4 0.20 -1.27 -2.51
O2 0.00 -2.10 -0.89
C8 -0.93 -2.97 -0.23
H5 -1.20 -3.05 0.72
H6 -1.67 -2.90 -0.82
H7 -0.29 -3.99 -0.59
H8 1.19 -3.38 1.31
O3 3.26 -2.81 2.57
C9 2.80 -3.92 3.19
H9 3.36 -4.46 3.90
H10 2.72 -4.72 2.54
H11 1.73 -3.68 3.61
P1 -0.38 0.93 -0.83
O4 -1.96 0.11 -1.48
O5 -0.47 2.50 -1.07
C10 -0.35 3.26 -2.29
C11 -1.66 2.94 -3.14
C12 -0.78 1.98 -4.18
H12 -0.39 1.17 -3.78
H13 -0.26 2.47 -4.78
H14 -1.72 1.47 -4.96
C13 -2.09 4.20 -3.89
H15 -2.70 3.81 -4.74
H16 -1.20 4.68 -4.40
H17 -2.70 4.91 -3.06
H18 -2.44 2.28 -2.77
H19 0.67 3.55 -2.51
H20 -0.73 4.29 -1.69
O6 -0.28 0.70 0.81
C14 -1.32 0.89 1.41
C15 -1.11 -0.12 2.85
C16 -2.41 -0.25 3.57
H21 -2.51 0.75 3.88
H22 -3.43 -0.57 3.04
H23 -2.41 -0.83 4.19
C17 0.07 0.18 3.30
H24 0.24 -0.52 4.04
H25 0.73 0.08 2.76
H26 -0.05 1.08 4.01
H27 -1.21 -1.24 2.21
H28 -1.61 1.76 1.83
H29 -2.51 0.55 0.76

natural (NBO) atomic charge list, values in e, 8 entries: atom 1 (C): -0.34, atom 2 (C): -0.09, atom 3 (C): -0.17, atom 4 (C): -0.20, atom 5 (C): 0.37, atom 6 (C): -0.41, atom 7 (C): 0.41, atom 8 (H): 0.20



Below is 4 unconnected molecules or ions with the total composition C17H30BNO6S3 in a non-equilibrium geometry, with properties calculated with ωB97M-V/def2-TZVPD.

Properties
* net charge: 0
* multiplicity: 1
* E_tot: -2391.18676 hartree
* energy relative to the best compared isomer or geometry (same formula, charge and spin): 71.0 kcal/mol
* frontier orbital gap: 8.8 eV
* SMILES: O=S1(=O)CCCC1.O=S1(=O)CCCC1.O=S1(=O)CCCC1.Bc1cccnc1
* E_LUMO: 0.177 eV

Element x y z (Å)
O1 2.78 1.78 0.88
S1 3.18 1.52 2.24
O2 2.58 0.46 3.03
C1 4.95 1.33 2.28
C2 5.47 2.74 2.49
C3 4.56 3.37 3.55
C4 3.12 3.05 3.16
H1 5.30 0.87 1.35
H2 5.20 0.68 3.13
H3 6.52 2.74 2.81
H4 5.40 3.31 1.56
H5 4.78 2.93 4.53
H6 4.72 4.45 3.63
H7 2.48 2.92 4.03
H8 2.70 3.82 2.51
O3 -1.05 2.45 3.65
S2 -1.37 2.70 2.27
O4 -0.52 3.48 1.40
C5 -1.72 1.14 1.48
C6 -3.21 0.92 1.70
C7 -3.87 2.28 1.44
C8 -3.04 3.34 2.18
H9 -1.10 0.35 1.92
H10 -1.49 1.24 0.42
H11 -3.61 0.15 1.04
H12 -3.40 0.61 2.73
H13 -3.86 2.49 0.36
H14 -4.91 2.30 1.76
H15 -3.04 4.29 1.65
H16 -3.40 3.48 3.20
O5 -3.08 -1.95 -1.22
S3 -2.80 -3.36 -1.36
O6 -2.53 -4.21 -0.22
C9 -4.09 -4.10 -2.34
C10 -3.60 -3.95 -3.78
C11 -2.12 -4.30 -3.75
C12 -1.49 -3.56 -2.56
H17 -5.04 -3.59 -2.15
H18 -4.16 -5.15 -2.06
H19 -4.16 -4.59 -4.46
H20 -3.73 -2.91 -4.11
H21 -2.00 -5.38 -3.62
H22 -1.62 -4.03 -4.69
H23 -0.68 -4.14 -2.12
H24 -1.14 -2.57 -2.85
B1 1.31 -0.95 0.36
C13 1.25 -0.76 -1.26
C14 2.42 -1.34 -2.13
C15 2.34 -1.07 -3.66
C16 1.11 -0.29 -4.18
N1 0.01 0.21 -3.42
C17 0.12 -0.02 -2.02
H25 1.63 -0.07 1.10
H26 1.09 -2.02 0.81
H27 3.27 -1.92 -1.64
H28 3.18 -1.44 -4.35
H29 1.07 -0.11 -5.32
H30 -0.74 0.39 -1.37

natural (NBO) atomic charge list, values in e, 8 entries: atom 1 (O): -0.93, atom 2 (S): 2.17, atom 3 (O): -0.94, atom 4 (C): -0.68, atom 5 (C): -0.41, atom 6 (C): -0.40, atom 7 (C): -0.68, atom 8 (H): 0.25



Below is a molecular structure, C17H30Cl2GdN3O3 in a non-equilibrium geometry, with properties calculated with ωB97M-V/def2-TZVPD.

Properties
* net charge: 0
* multiplicity: 8
* E_tot: -2741.81364 hartree
* energy relative to the best compared isomer or geometry (same formula, charge and spin): 44.1 kcal/mol
* frontier orbital gap (alpha / beta): 6.6 / 4.3 eV
* E_LUMO (alpha / beta): 0.231 / -0.893 eV

Element x y z (Å)
O1 -0.66 0.36 -1.01
C1 -0.56 0.74 -2.22
C2 -1.04 2.10 -2.57
C3 -1.92 2.77 -1.68
H1 -2.42 2.14 -0.94
C4 -2.01 4.17 -1.66
H2 -2.62 4.68 -0.91
C5 -1.26 4.91 -2.60
H3 -1.18 6.01 -2.51
C6 -0.45 4.24 -3.56
H4 0.14 4.83 -4.29
C7 -0.35 2.84 -3.57
H5 0.25 2.25 -4.30
H6 0.11 0.20 -2.94
C8 -2.75 -1.00 -3.20
C9 -1.33 -1.24 -2.94
H7 -3.33 -1.90 -3.45
H8 -2.87 -0.24 -4.00
H9 -3.28 -0.59 -2.33
C10 -0.54 -2.18 -2.43
C11 -0.96 -3.65 -2.50
H10 0.49 -2.01 -2.05
H11 -1.40 -3.91 -3.48
H12 -1.76 -3.91 -1.79
H13 -0.14 -4.37 -2.33
Gd1 -0.02 -0.17 1.03
Cl1 -2.32 0.18 2.06
Cl2 2.12 1.21 0.36
H14 -0.99 4.02 2.79
H15 -2.23 3.25 4.79
C12 -0.81 2.96 2.51
C13 -1.94 2.21 4.57
N1 -0.71 2.20 3.78
H16 0.11 2.85 1.92
C14 0.23 1.25 3.98
O2 0.81 0.66 3.04
H17 -1.81 1.67 5.51
H18 0.45 0.93 5.03
H19 -1.69 2.60 1.94
H20 -2.77 1.75 4.01
H21 4.23 -4.70 1.53
H22 5.81 -2.48 1.69
C15 3.61 -4.15 0.81
C16 5.15 -2.20 0.85
N2 3.80 -2.72 1.02
H23 2.56 -4.43 0.93
C17 2.83 -1.91 1.45
O3 1.61 -2.09 1.21
H24 5.10 -1.10 0.79
H25 3.16 -1.02 2.00
H26 3.98 -4.42 -0.19
H27 5.60 -2.60 -0.07
N3 -0.94 -2.53 1.38
H28 -0.55 -3.29 0.81
H29 -1.96 -2.54 1.38
H30 -0.58 -2.64 2.33

Mulliken atomic charge list, values in e, 8 entries: atom 1 (O): 0.18, atom 2 (C): -0.55, atom 3 (C): 0.64, atom 4 (C): -0.21, atom 5 (H): 0.37, atom 6 (C): -0.63, atom 7 (H): 0.38, atom 8 (C): -0.38



Below is a molecular structure, C17H30FN8O4Pt, with properties calculated with ωB97M-V/def2-TZVPD.

Properties
* net charge: +1
* multiplicity: 3
* E_tot: -1623.84523 hartree
* energy relative to the best compared isomer or geometry (same formula, charge and spin): 2.2 kcal/mol
* frontier orbital gap (alpha / beta): 7.8 / 8.0 eV
* E_LUMO (alpha / beta): -2.251 / -3.245 eV

Element x y z (Å)
Pt1 -1.03 0.83 0.33
N1 -0.43 3.15 0.15
C1 -0.95 3.64 -1.14
C2 -0.64 2.61 -2.22
N2 -1.24 1.31 -1.90
C3 -2.60 1.08 -2.42
C4 -3.57 0.72 -1.29
N3 -2.88 -0.18 -0.35
H1 -0.73 3.70 0.94
H2 0.58 3.15 0.14
H3 -0.54 4.61 -1.42
H4 -2.04 3.75 -1.04
H5 0.44 2.47 -2.29
H6 -0.98 2.97 -3.19
H7 -0.62 0.56 -2.19
H8 -2.57 0.26 -3.14
H9 -2.96 1.97 -2.93
H10 -4.47 0.27 -1.71
H11 -3.86 1.62 -0.74
H12 -2.52 -1.00 -0.83
H13 -3.50 -0.51 0.38
C5 -3.47 2.45 5.09
C6 -3.93 2.03 3.71
N4 -2.76 1.81 2.87
C7 -1.60 1.28 3.32
N5 -0.72 0.91 2.43
C8 0.55 0.33 2.87
C9 0.96 0.81 4.25
C10 -0.20 0.58 5.20
N6 -1.40 1.21 4.66
C11 -2.49 1.42 5.61
H14 -4.32 2.54 5.76
H15 -2.98 3.42 5.03
H16 -4.54 2.80 3.24
H17 -4.54 1.12 3.77
H18 -2.87 1.74 1.87
H19 1.31 0.58 2.13
H20 0.46 -0.76 2.85
H21 1.21 1.88 4.22
H22 1.84 0.27 4.59
H23 0.00 1.03 6.18
H24 -0.36 -0.49 5.35
H25 -2.05 1.74 6.55
H26 -3.01 0.47 5.80
F1 2.85 -3.79 -4.97
C12 1.74 -3.39 -4.36
C13 1.60 -3.45 -3.04
N7 0.43 -3.06 -2.40
C14 0.36 -2.96 -0.96
C15 0.24 -1.51 -0.54
O1 -0.47 -1.32 0.51
O2 0.79 -0.62 -1.20
C16 -0.58 -2.47 -3.10
O3 -1.56 -1.96 -2.55
N8 -0.44 -2.46 -4.46
C17 0.67 -2.86 -5.21
O4 0.70 -2.75 -6.40
H27 2.39 -3.84 -2.41
H28 1.26 -3.41 -0.53
H29 -0.51 -3.50 -0.59
H30 -1.21 -2.07 -4.99

natural (NBO) atomic charge list, values in e, 8 entries: atom 1 (Pt): 1.12, atom 2 (N): -0.85, atom 3 (C): -0.23, atom 4 (C): -0.23, atom 5 (N): -0.67, atom 6 (C): -0.25, atom 7 (C): -0.23, atom 8 (N): -0.82



Below is a single C17H30N2O2 molecule, with properties calculated with ωB97M-V/def2-TZVPD.

Properties
* net charge: 0
* multiplicity: 1
* E_tot: -925.80780 hartree
* energy relative to the best compared isomer or geometry (same formula, charge and spin): 25.2 kcal/mol
* frontier orbital gap: 9.6 eV
* SMILES: CC(C)CC(=O)N1CCN(C(=O)CCC2CCCC2)CC1
* E_LUMO: 0.708 eV

Element x y z (Å)
C1 -6.16 -0.60 -0.82
C2 -5.40 -0.75 0.49
C3 -6.31 -0.42 1.68
C4 -4.17 0.16 0.50
C5 -3.09 -0.34 -0.44
O1 -3.14 -1.41 -1.00
N1 -2.03 0.50 -0.64
C6 -1.72 1.72 0.06
C7 -0.44 1.54 0.88
N2 0.64 1.12 0.02
C8 1.65 2.00 -0.23
O2 1.69 3.07 0.35
C9 2.75 1.62 -1.20
C10 4.00 1.18 -0.43
C11 3.85 -0.18 0.27
C12 3.86 -1.37 -0.70
C13 5.10 -2.20 -0.35
C14 5.29 -1.93 1.14
C15 5.01 -0.43 1.24
C16 0.34 -0.11 -0.67
C17 -0.94 0.07 -1.50
H1 -5.52 -0.86 -1.66
H2 -7.03 -1.26 -0.83
H3 -6.51 0.42 -0.95
H4 -5.06 -1.78 0.58
H5 -7.18 -1.06 1.67
H6 -5.78 -0.56 2.62
H7 -6.64 0.61 1.62
H8 -4.47 1.17 0.21
H9 -3.75 0.20 1.51
H10 -2.54 2.01 0.72
H11 -1.56 2.52 -0.67
H12 -0.15 2.47 1.36
H13 -0.60 0.77 1.65
H14 2.45 0.86 -1.92
H15 3.00 2.53 -1.75
H16 4.21 1.94 0.32
H17 4.85 1.13 -1.11
H18 2.91 -0.17 0.83
H19 2.97 -1.99 -0.56
H20 3.88 -1.05 -1.74
H21 5.97 -1.82 -0.90
H22 4.98 -3.25 -0.58
H23 6.28 -2.20 1.49
H24 4.55 -2.49 1.71
H25 4.78 -0.12 2.26
H26 5.89 0.12 0.91
H27 1.15 -0.44 -1.30
H28 0.16 -0.89 0.09
H29 -1.24 -0.88 -1.96
H30 -0.77 0.82 -2.27

natural (NBO) atomic charge list, values in e, 8 entries: atom 1 (C): -0.61, atom 2 (C): -0.21, atom 3 (C): -0.60, atom 4 (C): -0.50, atom 5 (C): 0.70, atom 6 (O): -0.64, atom 7 (N): -0.45, atom 8 (C): -0.22



Below is a gas-phase ion, C17H30N3O (charge +1), with properties calculated with ωB97M-V/def2-TZVPD.

Properties
* net charge: +1
* multiplicity: 1
* E_tot: -905.09895 hartree
* energy relative to the best compared isomer or geometry (same formula, charge and spin): 1.1 kcal/mol
* frontier orbital gap: 9.4 eV
* SMILES: CC[C@@H](C)c1ccccc1NC(=O)[C@H](C)NCC[NH+](C)C
* E_LUMO: -2.160 eV

Element x y z (Å)
C1 -1.85 1.21 2.62
C2 -0.62 0.31 2.68
C3 0.67 1.05 2.31
C4 1.08 2.07 3.37
C5 1.78 0.04 2.08
C6 2.29 -0.69 3.15
C7 3.33 -1.58 2.98
C8 3.89 -1.77 1.73
C9 3.39 -1.07 0.65
C10 2.34 -0.18 0.82
N1 1.86 0.51 -0.34
C11 0.65 0.35 -0.85
O1 -0.16 -0.45 -0.39
C12 0.32 1.22 -2.08
C13 0.51 2.70 -1.75
N2 -1.07 0.97 -2.47
C14 -1.30 0.12 -3.62
C15 -1.31 -1.36 -3.21
N3 -1.94 -1.55 -1.89
C16 -3.34 -1.10 -1.86
C17 -1.82 -2.94 -1.44
H1 -1.97 1.64 1.63
H2 -1.78 2.02 3.34
H3 -2.75 0.63 2.85
H4 -0.76 -0.52 1.99
H5 -0.53 -0.11 3.69
H6 0.49 1.59 1.38
H7 0.37 2.89 3.41
H8 2.06 2.48 3.13
H9 1.13 1.61 4.35
H10 1.87 -0.54 4.13
H11 3.71 -2.13 3.83
H12 4.71 -2.46 1.60
H13 3.81 -1.21 -0.33
H14 2.53 1.11 -0.81
H15 1.01 0.93 -2.88
H16 -0.15 2.99 -0.93
H17 0.27 3.30 -2.62
H18 1.53 2.92 -1.46
H19 -1.55 1.85 -2.57
H20 -0.54 0.25 -4.41
H21 -2.27 0.38 -4.05
H22 -1.83 -1.96 -3.97
H23 -0.28 -1.73 -3.13
H24 -1.34 -0.93 -1.22
H25 -3.39 -0.03 -2.04
H26 -3.76 -1.30 -0.87
H27 -3.93 -1.63 -2.60
H28 -2.36 -3.61 -2.10
H29 -0.78 -3.23 -1.40
H30 -2.23 -3.03 -0.43

natural (NBO) atomic charge list, values in e, 8 entries: atom 1 (C): -0.61, atom 2 (C): -0.39, atom 3 (C): -0.24, atom 4 (C): -0.60, atom 5 (C): 0.00, atom 6 (C): -0.15, atom 7 (C): -0.21, atom 8 (C): -0.21